DFT (ωB97M-V/def2-TZVPD) results for C28H22MoO5S5Sb as an isolated structure.

Last column: Mulliken spin population.
Cartesian coordinates (Å):
Sb  -2.09773  -0.51686  4.07352  0.07
Mo  0.63654  -0.57395  1.84499  0.75
S  -0.77950  -2.21335  3.02721  0.02
S  0.01047  0.91162  3.59645  0.06
S  2.18734  -0.00702  3.56240  0.02
S  2.21594  0.59941  0.37760  0.04
S  -2.28576  -1.01407  6.29993  0.02
O  -2.22314  -0.14396  -1.19026  0.00
O  2.01845  -2.21730  1.83640  -0.01
O  -1.77673  2.50558  1.15681  0.01
O  0.09342  -1.67077  0.06368  0.02
O  -0.80925  0.50081  0.79241  -0.02
C  5.98243  1.13903  2.88887  0.00
C  1.60363  -3.51334  -0.10735  0.01
C  4.80537  0.72299  3.48244  0.00
C  0.05761  2.49223  -3.44025  0.00
C  -1.67755  2.13153  -1.80339  0.00
C  -0.62551  1.64925  -2.57423  0.00
C  -2.36488  1.20745  -0.80053  0.00
C  -2.02027  3.47729  -1.89793  0.00
C  -0.30289  3.82804  -3.54684  0.00
C  -5.88872  1.60620  0.61478  0.00
C  2.31766  -3.15879  1.08836  -0.01
C  6.00231  1.37336  1.51118  0.00
C  3.51978  -3.96751  1.52123  0.00
C  -4.50838  1.46930  0.54878  -0.01
C  0.19978  -4.24394  -2.41005  0.00
C  -0.19694  -3.14155  -1.71151  0.00
C  3.65680  0.76503  1.33885  -0.01
C  -4.61960  1.58982  -1.83943  0.00
C  0.49264  -2.72303  -0.53007  0.01
C  -1.34274  4.31837  -2.76796  0.00
C  4.86283  1.18756  0.75351  0.01
C  1.97974  -4.64314  -0.86443  0.00
C  -6.63897  1.74048  -0.54496  0.00
C  3.65353  0.51530  2.72000  0.01
C  -5.99820  1.72719  -1.77683  0.00
C  -3.85827  1.46665  -0.68028  0.00
C  -1.59644  1.46949  0.54362  0.00
C  1.30558  -5.01583  -1.99551  0.00
H  4.75871  0.54309  4.55103  0.00
H  -2.81171  3.86587  -1.27007  0.00
H  -4.12046  1.57411  -2.80091  0.00
H  0.23197  4.48679  -4.22119  0.00
H  -6.37712  1.60508  1.58167  0.00
H  2.82663  -5.23348  -0.53754  0.00
H  -0.33865  0.60980  -2.48302  0.00
H  -7.71588  1.85050  -0.48984  0.00
H  -1.62105  5.36423  -2.82938  0.00
H  -6.57291  1.82172  -2.69119  0.00
H  -1.51825  -0.51970  -0.62130  0.00
H  -3.93327  1.36730  1.45957  0.01
H  4.28553  -3.95986  0.74400  0.00
H  -0.34813  -4.53376  -3.30037  0.00
H  0.88444  2.10330  -4.02227  0.00
H  3.23750  -5.00418  1.71182  0.00
H  4.87553  1.38298  -0.31238  0.00
H  1.60899  -5.88775  -2.56052  0.00
H  -1.04604  -2.54248  -2.01756  0.00
H  3.91567  -3.52388  2.43055  0.00
H  6.87453  1.28678  3.48588  0.00
H  6.91358  1.71398  1.03182  0.00

Values from the calculation:
- ⟨S²⟩ = 0.790
- multiplicity = 2
- total charge = -2
- relative energy (zero: lowest compared OMol25 entry of this formula, charge and spin) (kcal per mole) = 12.7
- LUMO level (alpha / beta) (eV) = 4.02 / 3.93
- orbital gap (alpha / beta) (eV) = 5.2338 / 5.2420

=====

DFT (ωB97M-V/def2-TZVPD) results for the molecule C28H22N2O7 in a non-equilibrium geometry.

Last column: natural (NBO) charge in e.
Cartesian coordinates (Å):
O  2.01567  -0.88595  -2.18642  -0.46
O  -0.79551  0.17095  -2.89617  -0.60
O  -2.08922  1.35475  -4.27527  -0.68
O  1.38641  2.88310  -0.10998  -0.69
O  -2.61171  -2.45239  -3.87611  -0.61
O  3.58779  0.37864  -3.09496  -0.57
O  -1.81370  -3.12072  -0.45728  -0.49
N  -3.06016  0.40055  1.85686  -0.52
N  -3.00511  -1.24536  -2.00312  -0.63
C  3.35376  0.21763  1.70533  0.00
C  -0.83309  2.01855  -0.40044  -0.32
C  -1.88507  0.49704  -3.27414  0.80
C  4.19604  1.84299  3.26826  -0.20
C  -1.88554  1.02613  1.54423  0.10
C  -3.20283  0.94253  -0.31564  -0.14
C  3.06803  -0.01665  -2.07844  0.74
C  -1.93004  1.37503  0.17407  -0.01
C  -3.84281  0.35256  0.74217  -0.03
C  -2.60898  -2.34691  -2.66998  0.66
C  1.65038  -0.90792  0.19509  -0.23
C  -3.77203  1.06492  -1.69333  -0.41
C  -3.20216  0.01492  -2.67472  -0.15
C  -0.79049  1.32801  2.34280  -0.21
C  4.38783  0.84598  4.21073  -0.21
C  0.80305  -1.30399  1.23802  -0.09
C  4.07368  -0.46612  3.89816  -0.21
C  1.29976  -1.27279  -1.11474  0.44
C  -0.32753  -2.03590  0.98717  -0.30
C  -2.21872  -3.51306  -1.75034  -0.16
C  -0.65275  -2.41743  -0.32305  0.32
C  3.55650  -0.78082  2.65456  -0.21
C  2.83810  -0.10877  0.36761  0.06
C  0.17203  -2.05038  -1.36933  -0.35
C  0.27891  1.95959  1.75582  -0.29
C  0.26621  2.28487  0.38984  0.36
C  3.48639  0.33216  -0.73818  -0.34
C  3.69030  1.53203  2.01943  -0.23
H  3.52581  2.30709  1.28626  0.24
H  1.03683  -1.00407  2.24680  0.22
H  -4.82020  -0.09095  0.77279  0.22
H  -3.58221  2.05861  -2.10227  0.23
H  -3.89360  -0.12979  -3.51232  0.24
H  -3.10301  -4.13928  -1.59683  0.22
H  -0.04129  -2.28978  -2.39694  0.25
H  -0.77817  1.07503  3.39211  0.21
H  3.33352  -1.80824  2.40534  0.22
H  -4.85215  0.92306  -1.63115  0.23
H  -3.31481  0.05863  2.76722  0.41
H  -2.85603  -1.19310  -1.00318  0.43
H  4.44389  2.86689  3.50689  0.22
H  4.37060  0.94565  -0.66824  0.24
H  -1.24474  1.61397  -4.67917  0.50
H  -1.45316  -4.11438  -2.25314  0.21
H  1.29519  3.00164  -1.06306  0.48
H  4.23381  -1.24859  4.62552  0.22
H  -0.99097  -2.33071  1.78446  0.22
H  -0.83357  2.29674  -1.44374  0.21
H  1.15478  2.21405  2.32958  0.23
H  4.78608  1.08978  5.18455  0.21

Values from the calculation:
- SMILES = O=C(COc1ccc2c(-c3ccccc3)cc(=O)oc2c1)N[C@@H](Cc1c[nH]c2ccc(O)cc12)C(=O)O
- LUMO level (eV) = 0.15
- orbital gap (eV) = 8.1279

=====

DFT (ωB97M-V/def2-TZVPD) results for C28H23LaN8O5S2 as an isolated structure in a non-equilibrium geometry.

Last column: natural (NBO) charge in e.
Cartesian coordinates (Å):
La  0.87295  -0.06490  0.73975  2.08
S  3.36483  -0.22266  -1.26691  2.35
S  -0.30586  -2.17363  -0.91787  -0.32
O  -1.52354  0.61972  0.75912  -0.83
O  -3.62777  0.67456  -0.55594  -0.69
O  -0.04493  -1.81840  1.99533  -0.70
O  4.63016  0.43564  -1.42736  -0.93
O  3.17957  -1.01900  -0.02774  -1.02
N  1.58866  1.52396  -3.33636  -0.48
N  0.01463  1.45534  2.63956  -0.32
N  2.77283  -3.94854  -5.82284  -0.79
N  2.71604  0.76637  2.61038  -0.51
N  -1.31823  1.82173  2.73241  -0.44
N  0.17712  1.76303  -1.42264  -0.52
N  2.13724  0.76031  -1.14367  -1.09
N  -1.27583  -2.15861  1.61022  0.00
C  -3.52005  -2.49481  2.25948  -0.26
C  -4.18708  1.25742  0.52816  0.34
C  -0.55533  2.57669  -3.51326  -0.35
C  -3.44768  1.62391  1.65397  -0.18
C  -1.99480  1.33657  1.71515  0.60
C  3.37227  -1.77971  -4.95142  -0.30
C  2.21520  1.51453  3.61145  0.16
C  -4.10778  2.25155  2.71131  -0.15
C  -2.85613  -2.71783  -0.02701  -0.23
C  1.29910  1.37090  -2.05325  0.58
C  -6.18700  2.13627  1.54388  -0.17
C  2.87354  -3.07251  -4.75782  0.20
C  0.77153  1.84949  3.59217  0.06
C  3.00831  1.99044  4.64915  -0.23
C  3.51169  -0.91834  -3.88391  -0.06
C  2.53693  -3.48084  -3.46827  -0.27
C  -3.83542  -2.77047  0.92739  -0.16
C  4.87582  0.92590  3.61292  -0.25
C  4.36212  1.68734  4.64576  -0.14
C  4.01437  0.48547  2.61444  0.08
C  2.67964  -2.61722  -2.39956  -0.14
C  -0.75006  2.35950  -2.15503  0.12
C  -5.46224  2.50953  2.67336  -0.27
C  -1.52616  -2.36934  0.28734  0.07
C  0.64271  2.13305  -4.04867  0.11
C  -2.22189  -2.19273  2.56615  0.03
C  -5.55900  1.51863  0.48262  -0.28
C  3.15214  -1.33061  -2.60190  -0.44
H  2.41174  -2.94649  -1.40569  0.25
H  -5.95006  2.99404  3.50528  0.21
H  5.00176  2.04596  5.44041  0.22
H  -1.84901  -1.95335  3.54931  0.24
H  3.90512  0.07135  -4.04128  0.23
H  -4.26380  -2.50171  3.04033  0.23
H  -7.24964  2.33120  1.49293  0.21
H  0.84853  2.26589  -5.10423  0.20
H  -1.66337  2.64600  -1.64626  0.21
H  -6.10011  1.22526  -0.40439  0.22
H  2.15831  -4.47970  -3.29978  0.21
H  -4.85028  -3.00482  0.63997  0.22
H  4.36360  -0.11349  1.78206  0.24
H  -2.68523  0.53229  -0.32319  0.51
H  3.65588  -1.45941  -5.94505  0.21
H  5.92262  0.66834  3.56227  0.23
H  2.71630  -3.53302  -6.73754  0.38
H  0.35400  2.45529  4.39683  0.20
H  -3.52037  2.52993  3.57420  0.23
H  2.14133  -4.72303  -5.70375  0.38
H  2.56870  2.58642  5.43541  0.23
H  -1.30299  3.06153  -4.11985  0.23
H  -3.07564  -2.89618  -1.06800  0.24

Values from the calculation:
- relative energy (zero: lowest compared OMol25 entry of this formula, charge and spin) (kcal per mole) = 0.0
- LUMO level (eV) = -0.60
- orbital gap (eV) = 7.2460

=====

DFT (ωB97M-V/def2-TZVPD) results for C28H23N5O2PPd as an isolated structure.

Last column: Mulliken spin population.
Cartesian coordinates (Å):
Pd  -0.33428  0.14994  -0.07851  1.35
P  -1.39361  2.00626  -1.22094  0.18
O  0.02655  1.65423  1.38475  0.17
O  -1.77161  2.69788  2.22005  0.05
N  -1.87819  -0.63747  1.37201  0.06
N  -0.21434  -2.21172  1.93006  0.02
N  1.83880  0.00070  -0.75581  0.07
N  -3.75486  -0.47578  2.73618  0.01
N  0.50595  -1.52131  1.00151  0.05
C  3.88352  -1.11545  -0.22447  0.01
C  -3.18238  1.73304  -1.16083  -0.04
C  -2.27598  -2.30851  3.11338  0.01
C  -2.97959  -0.05036  1.74308  0.00
C  -1.02704  2.69238  -2.85278  -0.01
C  2.52146  -0.92698  -0.05688  0.00
C  3.85349  0.61259  -1.87024  0.00
C  -1.40361  -1.71962  2.10414  0.01
C  -5.00270  0.17289  -1.45710  0.01
C  -0.39422  3.65344  -5.38625  0.01
C  -5.44097  2.39592  -0.64970  0.00
C  -1.01654  3.28877  0.01806  0.01
C  -3.96998  -3.28629  5.08821  0.00
C  -1.56390  2.93677  -5.18831  0.00
C  -1.95156  -3.48451  3.79572  0.00
C  0.14892  3.41517  -3.05735  0.02
C  2.48966  0.74035  -1.64319  -0.01
C  -5.89845  1.13639  -1.01359  0.00
C  -4.30798  -2.12368  4.42819  0.00
C  0.46038  3.89547  -4.31866  -0.01
C  -3.64986  0.46854  -1.52187  0.03
C  1.75746  -1.72980  0.90592  0.03
C  -1.88256  2.45687  -3.92627  0.01
C  -4.08922  2.69891  -0.72952  0.00
C  4.56126  -0.32853  -1.14514  0.00
C  -0.93913  2.51999  1.35019  -0.07
C  -2.79449  -3.96978  4.77043  0.00
C  -3.45671  -1.64335  3.43837  0.00
H  1.36630  4.46783  -4.46729  0.00
H  -4.62297  -3.67050  5.85975  0.00
H  0.81775  3.62692  -2.23137  0.01
H  -3.30055  0.84760  1.23161  0.00
H  4.33685  1.24241  -2.60298  0.00
H  -2.80400  1.90881  -3.77738  0.00
H  -0.02392  3.67960  -0.20714  0.00
H  -4.56963  0.06477  2.98203  0.00
H  -2.23572  2.75519  -6.01636  0.00
H  -1.73159  4.10759  0.03082  0.00
H  -6.13771  3.14902  -0.30679  0.00
H  -2.54480  -4.87996  5.29735  0.00
H  5.62493  -0.45450  -1.29386  0.00
H  -1.03142  -3.99221  3.54541  0.00
H  4.40080  -1.86503  0.35835  0.00
H  2.26044  -2.46475  1.52814  0.00
H  -3.75478  3.68523  -0.43885  0.00
H  1.89717  1.45651  -2.19834  0.01
H  -0.15082  4.03156  -6.36991  0.00
H  -5.35486  -0.80802  -1.74737  0.00
H  -2.94899  -0.29389  -1.84608  0.00
H  -6.95446  0.90814  -0.95500  0.00
H  -5.21809  -1.58988  4.67025  0.00

Values from the calculation:
- ⟨S²⟩ = 2.007
- multiplicity = 3
- total charge = +1
- LUMO level (alpha / beta) (eV) = -3.46 / -4.17
- orbital gap (alpha / beta) (eV) = 7.0821 / 6.9260